(1)
DFT (ωB97M-V/def2-TZVPD) results for the molecule C4H9NO2.

As for the SMILES: C[C@@H](CO)NC=O. As for the HOMO energy: -9.94 eV. The LUMO energy comes out at 0.71 eV. For the molecular weight, the calculation gives 103.1 g mol⁻¹. The calculation puts the energy above the lowest of the compared OMol25 structures with the same formula, charge and spin at 18.8 kcal/mol. The electronic energy is -363.0555 Ha.

```
! wB97M-V def2-TZVPD RIJCOSX def2/J DEFGRID3
* xyz 0 1
H -1.4430 -0.6006 -2.0156
C -1.0000 0.5471 1.7607
H 1.2721 1.2074 -0.0343
H 1.5037 -0.0573 1.8145
O 1.9938 -0.4197 1.0535
N -1.0789 0.0049 0.5262
H -0.4573 0.8744 -1.9851
H 0.0793 -1.5798 -0.2124
O 0.0052 0.7801 2.4166
C -0.4431 -0.2058 -1.7989
H -2.0191 -0.1541 0.1921
H 0.2531 -0.6707 -2.5034
H 1.9923 -0.1374 -0.9348
C -0.0182 -0.4958 -0.3602
C 1.3610 0.1096 -0.0745
H -2.0009 0.7977 2.1555
*
```

---

(2)
DFT (ωB97M-V/def2-TZVPD) results for a structure of composition C40H80O10 in a non-equilibrium geometry.

As for the HOMO energy: -6.52 eV. The LUMO energy comes out at 0.50 eV. For the molecular weight, the calculation gives 721.1 g mol⁻¹. The calculation puts the energy above the lowest of the compared OMol25 structures with the same formula, charge and spin at 950.1 kcal/mol. The electronic energy is -2322.8133 Ha.

```
! wB97M-V def2-TZVPD RIJCOSX def2/J DEFGRID3
* xyz 0 1
H -0.6404 4.8300 1.2530
C -0.2145 -1.3645 1.9051
H -2.9562 1.5050 0.1287
H 2.1910 0.7798 -0.6511
H 3.9302 -1.7200 -3.8431
H -1.2554 -0.6826 0.5853
H -0.5794 1.9711 -1.6612
H 4.0685 -4.0357 -0.0862
H -0.1791 -0.3594 1.4848
H -5.1294 0.4575 0.6456
C -3.8564 0.0572 -1.1578
O 2.3205 -1.6656 3.3539
H -2.0328 5.7316 0.6516
C 2.3300 -2.4419 2.1896
C -1.8144 -2.8959 -2.9167
H -0.1668 -4.2817 1.6117
H 5.3168 -0.3977 -0.7277
H -1.7204 -1.5512 -1.1647
C 1.9726 -3.7952 0.0850
C 1.7586 4.2376 1.1265
H -4.3407 -0.4148 -2.0127
C 0.5100 -3.0713 -2.9398
H -2.9339 0.2148 1.7966
H 0.5629 2.4622 -0.3756
H -2.1078 -2.1275 0.1779
H -3.5350 3.6098 -0.3931
C 3.1876 -4.1455 -0.7186
H 3.6454 0.4956 1.2984
H -5.6127 2.2497 2.7775
H 0.1700 -1.2451 -1.7534
C -2.8763 2.1582 0.9976
H -0.0051 1.8109 2.3635
H -2.1764 -3.9238 -2.8970
H 0.5855 3.2597 -0.8422
C 1.2591 0.6039 -1.1886
H -0.6610 2.7188 1.0331
H -1.8605 2.2250 1.3873
H 1.1776 4.5962 0.2768
H -5.8208 2.0186 1.0574
C 1.4918 -5.6706 -1.2991
H 2.7759 4.6118 1.0124
H -0.3507 1.1989 1.1549
H -1.4947 -3.9998 0.5237
C 0.0785 4.0577 -1.3848
C -1.1295 5.2002 0.3520
C -0.9004 -3.5341 1.3098
H 1.9372 0.7532 1.6446
H 3.7561 -0.0400 -0.1909
H 1.2107 -5.4327 -2.3250
H 1.3349 -6.7176 -1.0398
H 1.4928 -2.6863 -3.2116
O -2.5124 -0.3709 -1.0141
C -3.3086 -0.5563 1.1236
H 0.5058 -5.0786 0.6097
O 2.8657 -5.5290 -1.0046
H -0.6989 7.0114 -0.7439
C 2.4190 -1.3306 1.0990
H 2.1621 -3.7883 1.1584
H -1.2287 -3.4304 3.5088
H 3.2860 -3.6065 -1.6609
H 1.7642 4.7152 3.1867
H 2.3383 0.3103 3.7801
H 4.4042 -2.4081 -1.4894
H 3.4899 0.8357 -4.0346
H 0.7510 -2.6194 0.2698
O 4.3664 0.6383 -2.2174
C -1.3016 4.0649 -0.6575
O -3.8344 1.7184 1.9725
H 1.7240 -2.7421 -0.0461
C -0.1729 -2.3192 0.7641
H 1.4317 -1.1973 0.6567
C 0.8460 -4.6826 -0.3470
H 2.2784 2.3751 1.9225
H 3.1829 -3.1181 2.2484
H -0.5821 -1.6518 -4.1234
H 3.1188 -1.6274 0.3178
C 0.7272 -0.8024 -0.9278
H -2.6779 -3.1924 2.6567
H 2.3155 -1.6190 -3.1822
H 0.6048 6.5603 0.3793
O -0.1232 3.8945 2.5598
H -0.7030 -1.9614 -0.1185
H 0.4653 -4.1288 -2.6794
C 2.9003 -0.3951 3.1681
H -1.5759 3.1558 -0.1224
H -5.1351 -1.1498 0.1032
H 2.4451 0.8289 -2.7359
C -2.2050 -1.0419 0.1888
H 0.7774 5.8549 2.2428
H -2.5223 -2.2033 -3.3719
H -2.0947 4.2641 -1.3783
C 1.0334 4.8047 2.3829
H -5.3215 4.4619 0.9066
O -0.2251 -0.5102 0.0248
O -1.4580 -1.5997 2.5021
C 2.7684 0.0608 1.7778
H 1.3999 -2.9763 1.9964
H 2.8649 -1.7918 -1.0036
C 3.3412 -1.2793 -3.0387
H 1.4368 -1.5866 -0.6638
H 1.6101 2.2856 0.3061
H -1.4895 -3.2459 -0.8528
C -0.1130 6.1817 -0.3484
H -0.8312 -3.2184 -4.8073
H -2.6581 4.3535 0.9139
C 3.7352 -1.5570 -1.6165
C -0.6850 0.8300 0.1852
O 0.1609 -2.3388 -1.7530
C -1.6086 -2.9934 2.5854
H 0.0263 3.7015 -2.4137
C -0.6403 -2.7086 -3.8630
H -3.6120 -1.3672 1.7858
C 1.5258 2.8043 1.2611
C 3.3257 0.2997 -3.0999
C 0.0936 2.7500 1.8190
H -1.7472 1.0526 0.0840
H -4.0167 1.1351 -1.1831
C 4.3010 -0.2782 -1.1044
H 3.9279 -0.3341 3.5264
C -4.4797 -0.2819 0.1772
C -4.6244 3.8637 1.4935
H 1.5232 0.7469 -2.2364
H 0.0219 -4.1874 -0.8606
O 0.5085 5.4186 -1.3071
C -5.1445 2.4257 1.8091
C -3.3792 3.5689 0.6849
H -4.2599 4.4798 2.3155
C -1.2489 -2.4513 -1.5591
C 0.1126 1.6175 -0.8969
H 0.6187 -1.4278 2.6051
*
```

---

(3)
DFT (ωB97M-V/def2-TZVPD) results for a cluster of 2 separate species, C3H3I2N in total in a non-equilibrium geometry.

As for the HOMO energy (spin up / spin down): -9.26 / -9.30 eV. The LUMO energy (spin up / spin down) comes out at -2.60 / -1.52 eV. For the molecular weight, the calculation gives 306.9 g mol⁻¹. The calculation puts the energy above the lowest of the compared OMol25 structures with the same formula, charge and spin at 110.3 kcal/mol. The electronic energy is -766.0504 Ha.

```
! wB97M-V def2-TZVPD RIJCOSX def2/J DEFGRID3
* xyz 0 1
H -1.3624 0.3687 -0.6117
H -1.3495 -1.4433 0.2200
H 0.7244 0.9738 2.8266
I 0.2794 -1.2879 -2.8701
N 0.3849 -0.8301 -0.9900
C 0.4219 0.6808 1.8275
C -0.7064 -0.4633 -0.1629
C -0.0365 0.0259 0.9687
I 1.6441 1.9755 -1.2080
*
```

---

(4)
DFT (ωB97M-V/def2-TZVPD) results for a structure of composition C16H24CaMnN2O13 in a non-equilibrium geometry.

As for the HOMO energy (spin up / spin down): -12.55 / -12.55 eV. The LUMO energy (spin up / spin down) comes out at -7.93 / -7.94 eV. For the molecular weight, the calculation gives 547.4 g mol⁻¹. The calculation puts the energy above the lowest of the compared OMol25 structures with the same formula, charge and spin at 21.3 kcal/mol. The electronic energy is -3539.8474 Ha.

```
! wB97M-V def2-TZVPD RIJCOSX def2/J DEFGRID3
* xyz 2 6
H 1.5848 3.3847 -2.8464
O 0.5292 3.8857 -4.5352
O -2.4118 0.2920 -0.9835
C 0.7862 -3.4655 0.5987
H 2.5520 -4.8394 0.4716
O 1.0035 3.1632 0.0001
O 1.3784 4.9197 -6.3477
C -4.5546 -0.6418 -1.0758
H -0.5583 4.1195 3.4178
H 2.2041 -0.7015 -0.0236
O 0.3510 1.2759 0.8906
O -0.4517 -1.5357 3.5047
H -0.5885 1.5029 -3.9307
H 1.5436 -3.4191 6.2633
Ca 0.9427 5.1338 1.1757
H 0.2146 -2.2523 6.4265
C -3.4192 -0.0738 -1.9576
O 2.2440 2.9683 -5.6335
H -0.1131 -1.4294 0.5510
C 1.3892 4.0209 -5.5927
H 1.4831 1.1771 -4.9240
O -4.0482 -0.4868 0.2590
C 0.7090 -2.1131 0.4173
O -0.2263 3.8018 2.5671
H -4.8738 -1.6544 -1.3043
H -2.1594 -0.4382 -3.6262
H 1.8251 -1.8143 6.8778
H -0.0435 -4.0965 0.8726
C 2.8399 -2.7195 0.0793
N 1.9678 -1.6676 0.1177
C 1.2608 -2.3767 6.1288
Mn -1.1491 2.0665 2.1738
C 0.0113 -0.3775 3.9124
H -5.4453 -0.0212 -1.1770
C -0.1080 2.0471 -3.1211
H 2.9027 1.7897 -4.0681
H 2.5381 -1.9819 4.4488
C 2.1392 -3.8483 0.3971
H -3.6283 -1.3757 -3.6577
H 0.1506 -3.4448 4.0553
O 2.0315 1.2966 -0.3973
H 3.8731 -2.5468 -0.1666
C 1.4984 -1.8631 4.7415
N 1.1536 1.8923 0.1484
H -2.2861 -1.8403 -2.5721
O -0.4817 0.6923 3.5986
C 1.9748 2.0803 -4.5552
C -2.8455 -1.0072 -2.9953
C 1.0235 2.8829 -3.6401
C 0.5916 -2.5249 3.6829
O 1.0847 -0.4711 4.6548
H 1.0863 -2.7220 2.7320
H -3.7758 0.8162 -2.4759
O -2.2811 0.4791 1.2141
C -2.8935 0.1316 0.2286
H -0.8398 2.6300 -2.5616
H 0.3140 1.3004 -2.4386
*
```